C15H21N8O2STi as an isolated structure at a distorted geometry. Source: the Open Molecules 2025 dataset; level of theory: ωB97M-V/def2-TZVPD.

Element x y z (Å)
Ti  0.3134  -0.0494  -0.0900
C  3.3529  -4.3157  -1.8119
N  2.0490  -3.5784  -1.6567
C  0.9640  -4.1306  -2.5132
C  1.8268  -2.6657  -0.7111
N  0.7020  -2.0312  -0.4417
N  2.9041  -2.1936  -0.0226
C  2.9724  -1.1964  0.9302
N  4.1510  -1.2397  1.5574
N  1.9866  -0.3254  1.1625
H  3.2431  -5.0486  -2.6430
H  3.5506  -4.9214  -0.9155
H  4.1692  -3.6631  -2.1951
H  1.4816  -4.5879  -3.2943
H  0.3861  -3.3468  -2.9524
H  0.4449  -4.8272  -1.9483
H  0.0148  -2.5147  -0.9543
H  3.7821  -2.6329  -0.2990
H  4.9440  -1.6067  1.1697
H  4.3601  -0.4837  2.1351
H  2.2176  0.3423  1.9078
N  -4.0442  1.8133  2.5459
C  -3.4684  0.7275  1.9663
C  -2.1773  0.7676  1.3543
N  -1.5852  -0.3016  0.8299
C  -2.2866  -1.4843  0.8848
C  -3.5124  -1.5420  1.5042
N  -4.0643  -0.4725  2.0687
H  -3.8125  2.7476  2.2550
H  -4.9606  1.5694  2.9342
H  -1.7538  1.7251  1.2984
H  -1.6755  -2.3849  0.5988
H  -3.9455  -2.5088  1.5833
O  -1.4768  6.4184  0.7881
C  -1.8401  5.1281  0.8874
O  -2.7187  4.7398  1.6387
C  -1.1760  4.0988  0.0038
C  -1.8583  3.4975  -1.0526
C  -1.3087  2.5992  -1.8361
C  -0.0415  2.0185  -1.5000
S  0.5585  0.6164  -2.3148
C  0.6079  2.5717  -0.3715
C  0.0714  3.6172  0.3596
H  -0.9043  6.5815  0.0471
H  -2.9098  3.8013  -1.2218
H  -1.8026  2.2186  -2.6610
H  1.6255  2.3031  -0.1242
H  0.6437  4.1504  1.1202

Summary:
- Energy above the lowest of the compared OMol25 structures with the same formula, charge and spin: 9.8 kJ/mol
- Kohn-Sham gap (spin up / spin down): 7.62 / 7.86 eV
- <S²>: 0.7556
- Energy: -65850.5350 eV
- Net charge: +2
- Spin multiplicity: 2